C10H12ClNPRu | ωB97M-V/def2-TZVPD

Last column: Mulliken charge in e.
CARTESIAN COORDINATES (ANGSTROEM)
C (-0.07, -0.30, -1.46)  0.338
C (-1.00, -1.12, -2.35)  -0.632
C (-0.44, -2.41, -2.55)  -0.397
C (0.76, -2.50, -1.76)  -0.514
C (1.03, -1.21, -1.17)  -0.655
Ru (0.18, 0.65, 0.58)  0.513
P (-0.27, 2.71, 0.42)  -0.287
H (0.03, 0.83, -1.46)  0.315
H (-1.94, -0.73, -2.74)  0.414
H (-0.83, -3.21, -3.19)  0.411
H (1.96, -0.87, -0.64)  0.524
H (1.37, -3.40, -1.64)  0.434
H (-1.41, 2.99, 1.23)  0.144
H (-0.81, 2.93, -0.90)  0.136
H (0.53, 3.88, 0.63)  0.140
Cl (-1.16, 0.55, 5.94)  -0.167
C (-0.77, -0.41, 4.60)  0.035
C (-0.86, -1.80, 4.63)  -0.124
C (-0.59, -2.52, 3.47)  -0.692
C (-0.21, -1.84, 2.31)  0.030
N (-0.13, -0.49, 2.33)  -0.487
C (-0.41, 0.24, 3.40)  -0.049
H (-1.18, -2.28, 5.56)  0.438
H (-0.69, -3.60, 3.41)  0.380
H (0.01, -2.30, 1.35)  0.358
H (-0.38, 1.31, 3.24)  0.394

Values from the calculation:
LUMO (spin up / spin down)	-0.1206 / -0.2012	Ha
energy above the lowest of the compared OMol25 structures with the same formula, charge and spin	66.9	kJ/mol
multiplicity	5
⟨S²⟩	6.040
charge	+1
orbital gap (spin up / spin down)	8.381 / 6.018	eV



C5H7N | ωB97M-V/def2-TZVPD

Last column: Mulliken charge in e.
CARTESIAN COORDINATES (ANGSTROEM)
N (-2.82, -0.61, -1.06)  -0.434
C (-1.68, -0.49, -1.19)  0.343
C (-0.25, -0.37, -1.30)  -0.421
C (0.43, 0.74, -0.87)  -0.587
C (0.80, 0.50, 1.23)  -0.580
C (0.20, -0.72, 1.28)  -0.444
H (0.16, -1.05, -2.03)  0.346
H (1.35, 0.98, -1.40)  0.332
H (-0.13, 1.65, -0.65)  0.311
H (1.84, 0.55, 1.52)  0.307
H (0.26, 1.33, 1.66)  0.275
H (-0.87, -0.86, 1.44)  0.297
H (0.77, -1.64, 1.41)  0.254

Values from the calculation:
LUMO (spin up / spin down)	-0.0215 / -0.0352	Ha
energy above the lowest of the compared OMol25 structures with the same formula, charge and spin	438.6	kJ/mol
SMILES string	C=CC#N.C=C
charge	0
orbital gap (spin up / spin down)	7.614 / 7.172	eV



C23H25BrN2O5S | ωB97M-V/def2-TZVPD

Last column: Mulliken charge in e.
CARTESIAN COORDINATES (ANGSTROEM)
C (-1.29, 4.54, -3.81)  -0.641
H (-1.99, 5.30, -3.47)  0.243
H (-0.35, 4.61, -3.27)  0.273
H (-1.09, 4.64, -4.88)  0.299
O (-1.92, 3.29, -3.54)  -0.325
C (-1.30, 2.21, -4.02)  0.541
O (-0.28, 2.25, -4.66)  -0.588
C (-2.03, 0.94, -3.63)  -0.409
C (-1.93, 0.73, -2.12)  -0.025
H (-0.90, 0.73, -1.79)  -0.361
H (-2.49, 1.50, -1.60)  0.490
S (-2.67, -0.86, -1.61)  -0.118
C (-1.30, -2.02, -1.97)  -0.721
C (-0.57, -2.32, -0.68)  0.556
O (-0.85, -3.25, 0.05)  -0.589
N (0.41, -1.43, -0.36)  0.545
N (0.82, -0.43, -1.15)  -0.901
C (1.75, 0.24, -0.57)  0.220
C (2.36, 1.40, -1.19)  0.620
C (3.27, 2.20, -0.50)  -0.448
C (3.80, 3.33, -1.09)  -0.759
C (3.43, 3.66, -2.38)  0.113
C (2.55, 2.87, -3.10)  -0.821
C (2.02, 1.75, -2.50)  -0.386
H (1.33, 1.13, -3.05)  0.685
H (2.26, 3.13, -4.11)  0.538
Br (4.16, 5.23, -3.19)  -0.199
H (4.50, 3.95, -0.55)  0.433
H (3.55, 1.95, 0.51)  0.408
C (2.11, -0.30, 0.80)  -1.067
H (1.96, 0.45, 1.57)  0.464
H (3.14, -0.63, 0.83)  0.420
C (1.11, -1.46, 0.94)  -0.415
C (0.11, -1.28, 2.05)  0.284
C (-0.75, -0.19, 2.03)  -0.306
C (-1.71, -0.05, 3.01)  -1.399
C (-1.81, -0.99, 4.03)  -0.409
C (-0.95, -2.07, 4.07)  0.851
C (0.02, -2.23, 3.06)  0.475
O (0.92, -3.26, 3.07)  -0.582
C (0.36, -4.56, 2.94)  -0.718
H (-0.24, -4.63, 2.03)  0.220
H (1.21, -5.24, 2.88)  0.266
H (-0.25, -4.82, 3.81)  0.294
O (-0.97, -3.03, 5.05)  -0.394
C (-1.92, -2.92, 6.08)  -0.984
H (-1.79, -2.00, 6.65)  0.366
H (-1.74, -3.77, 6.73)  0.253
H (-2.94, -2.97, 5.69)  0.385
H (-2.56, -0.85, 4.78)  0.405
H (-2.39, 0.79, 2.99)  0.393
H (-0.69, 0.54, 1.23)  0.345
H (1.61, -2.43, 1.06)  0.713
H (-0.65, -1.57, -2.72)  0.304
H (-1.76, -2.94, -2.34)  0.469
H (-3.08, 1.02, -3.92)  0.371
H (-1.57, 0.11, -4.17)  0.324

Values from the calculation:
LUMO	0.0030	Ha
SMILES string	COC(=O)CCSCC(=O)N1N=C(c2ccc(Br)cc2)C[C@H]1c1cccc(OC)c1OC
charge	0
orbital gap	8.335	eV



C26H35GaN5Si2 | ωB97M-V/def2-TZVPD

Last column: Mulliken charge in e.
CARTESIAN COORDINATES (ANGSTROEM)
Ga (0.43, -0.46, -0.12)  -2.721
N (-6.79, 5.55, -3.95)  -0.478
C (-5.97, 4.88, -3.52)  -0.164
C (-4.93, 4.03, -2.99)  0.555
C (-5.24, 2.75, -2.54)  -0.841
C (-4.24, 1.94, -2.04)  -0.275
C (-2.93, 2.41, -1.96)  0.106
C (-2.63, 3.70, -2.40)  -0.044
C (-3.62, 4.51, -2.92)  -0.907
C (-1.86, 1.54, -1.41)  1.545
C (-1.26, 1.95, -0.21)  0.040
C (-1.59, 3.08, 0.56)  -0.660
C (-0.76, 3.08, 1.67)  -1.418
C (0.05, 1.95, 1.55)  -0.276
N (-0.23, 1.26, 0.44)  0.590
C (-1.55, 0.38, -2.13)  0.223
C (-2.11, -0.05, -3.35)  -0.676
C (-1.51, -1.25, -3.68)  -1.334
C (-0.61, -1.54, -2.65)  -0.209
N (-0.61, -0.57, -1.73)  0.740
H (-6.26, 2.39, -2.60)  0.467
H (-4.47, 0.94, -1.69)  0.531
H (-1.61, 4.06, -2.34)  0.514
H (-3.39, 5.50, -3.27)  0.466
H (-2.35, 3.80, 0.32)  0.623
H (-0.74, 3.79, 2.48)  0.490
H (0.82, 1.61, 2.23)  0.498
H (-2.85, 0.48, -3.92)  0.619
H (-1.69, -1.86, -4.55)  0.482
H (0.04, -2.39, -2.55)  0.565
C (5.47, -0.61, -1.75)  -0.915
N (4.63, 0.47, -1.20)  0.031
C (5.29, 1.67, -0.66)  -0.932
C (3.37, 0.29, -1.01)  0.751
N (2.23, 0.14, -0.87)  -0.205
H (6.11, -0.19, -2.52)  0.338
H (4.83, -1.37, -2.19)  0.334
H (6.07, -1.05, -0.95)  0.338
H (5.93, 2.10, -1.43)  0.339
H (5.90, 1.40, 0.21)  0.322
H (4.54, 2.40, -0.37)  0.333
C (3.48, -2.81, 0.74)  -0.868
Si (2.18, -2.20, 1.95)  -0.039
C (2.11, -3.43, 3.35)  -1.177
C (2.70, -0.54, 2.66)  -0.821
C (0.55, -2.02, 1.03)  0.775
Si (-1.05, -2.14, 2.05)  0.077
C (-1.38, -3.91, 2.52)  -1.114
C (-0.95, -1.06, 3.58)  -0.872
C (-2.49, -1.53, 1.00)  -0.974
H (4.48, -2.77, 1.19)  0.326
H (3.50, -2.25, -0.19)  0.014
H (3.28, -3.86, 0.48)  0.357
H (3.09, -3.53, 3.81)  0.350
H (1.82, -4.43, 2.99)  0.336
H (1.41, -3.14, 4.13)  0.340
H (3.65, -0.64, 3.20)  0.497
H (1.96, -0.17, 3.37)  0.283
H (2.85, 0.23, 1.90)  0.216
H (0.49, -2.87, 0.33)  0.528
H (-0.64, -4.30, 3.22)  0.316
H (-1.39, -4.56, 1.64)  0.325
H (-2.36, -3.99, 3.00)  0.362
H (-0.12, -1.35, 4.23)  0.289
H (-1.87, -1.17, 4.16)  0.453
H (-0.84, -0.01, 3.34)  0.250
H (-2.54, -2.06, 0.04)  0.259
H (-2.44, -0.46, 0.79)  0.183
H (-3.43, -1.72, 1.52)  0.541

Values from the calculation:
LUMO	-0.1473	Ha
energy above the lowest of the compared OMol25 structures with the same formula, charge and spin	0.0	kJ/mol
charge	+1
orbital gap	6.934	eV



C5H6O3 | ωB97M-V/def2-TZVPD

Last column: Mulliken charge in e.
CARTESIAN COORDINATES (ANGSTROEM)
C (2.51, -2.00, 0.18)  -0.576
C (1.52, -0.93, 0.33)  -0.505
C (0.22, -0.68, 0.39)  1.005
C (-1.54, 0.23, -0.96)  -0.143
C (-0.21, 1.60, 0.56)  -0.184
H (3.36, -2.60, -0.56)  0.295
H (-0.27, -1.61, 0.80)  0.228
H (-2.01, 0.32, -1.99)  0.263
H (-2.19, -0.11, -0.03)  0.240
H (-0.33, 2.47, 1.29)  0.200
H (0.66, 1.74, -0.02)  0.359
O (-0.23, -0.42, -0.86)  -0.405
O (-1.37, 1.56, -0.34)  -0.406
O (-0.13, 0.44, 1.21)  -0.372

Values from the calculation:
LUMO	-0.0027	Ha
energy above the lowest of the compared OMol25 structures with the same formula, charge and spin	746.5	kJ/mol
SMILES string	C#CC1OCOCO1
charge	0
orbital gap	9.675	eV



C29H45FIrP2 | ωB97M-V/def2-TZVPD

Last column: Mulliken charge in e.
CARTESIAN COORDINATES (ANGSTROEM)
Ir (-0.02, -0.13, -0.16)  0.496
C (0.25, 1.97, 1.11)  0.345
C (-0.02, 2.16, -0.29)  0.595
C (-1.83, 1.05, 0.66)  0.352
C (-0.82, 1.22, 1.67)  0.593
C (-1.32, 1.58, -0.58)  0.514
C (1.43, 2.49, 1.86)  -1.752
H (2.32, 2.59, 1.23)  0.403
H (1.67, 1.84, 2.71)  0.449
H (1.20, 3.49, 2.27)  0.341
C (-0.96, 0.82, 3.10)  -1.560
H (0.01, 0.80, 3.60)  0.284
H (-1.40, -0.18, 3.17)  0.420
H (-1.61, 1.51, 3.65)  0.305
C (-3.22, 0.58, 0.89)  -1.331
H (-3.84, 1.40, 1.28)  0.331
H (-3.25, -0.24, 1.61)  0.263
H (-3.68, 0.24, -0.05)  0.373
C (-2.11, 1.74, -1.84)  -1.238
H (-2.73, 2.64, -1.77)  0.349
H (-2.78, 0.88, -1.99)  0.340
H (-1.47, 1.84, -2.72)  0.389
C (0.76, 3.02, -1.23)  -1.420
H (0.34, 4.04, -1.23)  0.367
H (0.71, 2.64, -2.26)  0.278
H (1.81, 3.10, -0.93)  0.388
C (1.57, -1.42, 0.36)  -0.525
C (2.21, -0.18, 0.13)  -0.834
C (2.92, 0.24, -1.11)  -1.448
C (2.15, -0.08, -2.39)  0.004
C (0.65, -0.16, -2.22)  -0.994
C (-0.07, -1.33, -1.87)  -0.293
C (0.57, -2.67, -1.64)  -1.104
C (1.65, -2.64, -0.55)  -0.996
H (3.92, -0.20, -1.18)  0.630
H (2.53, -1.01, -2.85)  -1.049
H (3.07, 1.32, -1.03)  0.275
H (2.66, -2.73, -0.97)  0.037
H (1.53, -1.68, 1.41)  1.289
H (2.51, 0.35, 1.03)  0.872
H (1.52, -3.51, 0.10)  0.421
H (-0.22, -3.36, -1.33)  0.425
H (-1.08, -1.39, -2.30)  1.042
H (1.00, -3.08, -2.57)  0.213
H (2.36, 0.72, -3.11)  0.660
H (0.10, 0.55, -2.84)  0.920
P (3.82, -3.11, -4.18)  0.660
C (4.67, -4.45, -3.23)  -1.395
C (5.33, -2.55, -5.09)  -1.155
P (1.75, -3.42, -6.28)  0.511
C (3.22, -4.26, -5.52)  -1.118
C (2.54, -3.00, -7.90)  -1.178
C (1.00, -4.98, -6.93)  -1.156
H (3.93, -5.10, -2.77)  0.405
H (5.29, -3.99, -2.45)  0.435
H (5.30, -5.02, -3.92)  0.468
H (5.90, -3.43, -5.44)  0.431
H (5.95, -1.97, -4.40)  0.411
H (5.07, -1.92, -5.95)  0.319
H (1.75, -5.52, -7.52)  0.383
H (0.15, -4.69, -7.57)  0.420
H (0.65, -5.60, -6.11)  0.379
H (2.93, -5.22, -5.07)  0.579
H (4.00, -4.41, -6.28)  0.469
H (1.73, -2.70, -8.57)  0.423
H (3.04, -3.89, -8.31)  0.417
H (3.25, -2.17, -7.81)  0.323
F (-3.29, -4.88, 2.49)  -0.274
C (-2.57, -3.86, 1.92)  0.266
C (-2.96, -3.39, 0.67)  -0.685
C (-2.20, -2.36, 0.10)  0.325
C (-1.12, -1.81, 0.77)  0.107
C (-0.78, -2.29, 2.02)  -0.116
C (-1.49, -3.35, 2.62)  -0.885
H (-3.80, -3.83, 0.14)  0.537
H (-2.50, -1.97, -0.88)  0.297
H (0.05, -1.86, 2.58)  0.454
H (-1.19, -3.74, 3.59)  0.524

Values from the calculation:
LUMO (spin up / spin down)	-0.1712 / -0.3695	Ha
energy above the lowest of the compared OMol25 structures with the same formula, charge and spin	0.0	kJ/mol
multiplicity	6
⟨S²⟩	8.790
charge	+2
orbital gap (spin up / spin down)	5.450 / 3.152	eV



Record order is preserved below.
Molar mass: 313.71 81.12 521.43 543.50 114.10 666.84 g mol⁻¹